[1]
142
Properties=species:S:1:pos:R:3:mulliken_charge:R:1 method="wB97M-V/def2-TZVPD" e_homo_ev=-11.454 total_energy_ha=-3228.9684 e_above_lowest_kj_mol=196.4 orbital_gap_ev=2.6 total_charge=+3 lumo_energy_ev=-8.808
F 4.89002 7.49930 0.90913 -0.24
F -1.70203 1.48174 -7.31912 -0.28
F 4.29450 5.75792 2.10547 -0.27
F 5.50007 5.54242 0.30719 -0.30
F -3.77478 1.52293 -6.53526 -0.24
F -3.02421 -0.11101 -7.71708 -0.27
O 5.52273 -1.01286 0.52146 -0.46
O 2.40130 -1.62463 -3.98819 -0.49
O -0.24740 -1.80612 -0.61284 -0.11
O -4.52177 -1.15847 0.11854 -0.42
O -3.06132 4.41952 -0.82970 -0.32
O -1.22322 -6.69170 2.02680 -0.33
O 0.83155 -0.51302 0.84637 -0.58
O 1.32714 0.30883 7.67136 -0.40
O 2.72375 4.73843 -0.01984 -0.07
O -0.11833 0.29388 -0.88383 0.02
O -3.08832 -0.66637 -4.86126 -0.99
O -1.70435 1.00604 -4.46603 0.05
O 2.17727 6.84173 0.21473 -0.98
N 0.47649 1.69449 5.45507 -0.18
N -2.86157 -0.85613 -2.05148 0.81
N 0.16725 -0.66738 -0.18533 -0.24
N -0.75312 -4.56278 0.65623 0.05
N -0.39069 5.16692 -0.33335 0.30
N 4.22661 -3.45136 0.78462 -0.11
N 0.68821 -3.69572 -2.77833 -0.07
C -0.83561 -3.18885 -4.76479 -1.40
C -0.48809 1.67912 -4.72536 -0.25
C -3.76314 0.05182 0.05262 -0.47
C 3.25062 6.08099 -0.03041 -0.27
C -1.79764 -7.96839 2.34143 -0.73
C -5.46294 -1.25064 1.17416 -0.82
C 3.94308 -2.15792 2.91492 -1.56
C 0.88353 -0.44188 6.58196 -0.50
C -0.29150 2.64041 -3.55633 -0.81
C 3.66765 -2.19067 1.43302 1.13
C 1.00949 -1.68381 -4.14098 -0.10
C 0.28097 0.59272 8.63962 -0.69
C 6.01163 0.07293 -0.28488 -0.61
C -3.48291 0.33500 -1.40229 1.09
C 0.58117 -3.12436 -4.21485 0.03
C -1.93621 -2.99537 2.23356 -0.77
C 4.47533 6.24748 0.87270 0.78
C -0.10876 -0.32776 4.17493 -1.44
C -1.97297 -5.61429 2.52499 -0.93
C -4.43047 4.69327 -0.57737 -0.78
C -0.16968 3.41718 1.34377 -1.22
C -0.90109 3.82722 0.08285 2.54
C 3.20980 3.83518 -1.01122 -0.92
C -2.70902 0.76140 -6.74237 0.69
C -0.01270 0.26345 5.56458 0.24
C -4.71227 0.77642 -2.18155 -1.35
C 2.50323 2.51269 -0.86277 0.71
C -2.39986 3.93075 0.27659 -0.78
C 3.04018 -0.37514 -4.09334 -0.48
C -2.17073 0.06901 -5.48013 0.38
C 4.13685 -0.98017 0.63522 -0.43
C -1.27070 -4.33662 2.08013 0.16
H 2.99818 4.21496 -2.01459 0.39
H 0.54723 -1.45098 6.83122 0.41
H -1.01771 0.35370 5.98516 0.24
H 0.90791 3.51024 1.20236 0.17
H 0.86467 -0.63637 3.77530 0.19
H 5.40630 0.15745 -1.18979 0.19
H 4.26942 3.67102 -0.80104 0.38
H -1.55303 -2.58251 -4.21354 0.22
H -0.36063 2.36953 1.59488 0.15
H 3.49768 -0.94877 -0.26225 0.25
H 6.19382 1.02337 0.21272 0.31
H -5.75685 -2.30155 1.18686 0.28
H 3.72917 -1.19579 3.36473 0.34
H -2.46600 -2.81664 3.16830 0.72
H 0.78680 -1.24180 -5.12339 0.61
H -2.51365 4.55663 1.17864 0.67
H 0.63932 5.31328 -0.23184 -0.20
H -1.10423 -2.29259 2.33875 -0.47
H 3.79061 -3.50630 -0.13543 0.19
H -4.95577 1.78658 -1.85462 0.30
H 1.29343 1.82366 4.85457 0.33
H -1.80763 -8.10885 3.42588 0.32
H -4.18907 0.81471 0.70363 0.83
H 0.62387 -4.70940 -2.66526 0.48
H -3.28814 -1.73036 -1.74219 0.46
H -4.96744 -1.12852 2.14566 0.32
H -0.70400 0.68800 8.18026 0.31
H -5.55843 0.09394 -2.13708 0.39
H -0.48649 5.42008 -1.31929 0.44
H -2.79911 -8.04197 1.92028 0.33
H 1.34590 -3.71184 -4.71933 0.39
H -1.35826 -0.58607 -5.86354 -0.39
H 0.31354 -0.29880 9.26932 0.32
H -2.08755 -5.70916 3.60758 0.51
H 3.39447 -2.94844 3.43682 0.44
H 0.37808 -1.06062 -3.48876 -0.01
H 0.13976 -5.04661 0.65354 0.45
H -1.86912 -0.93746 -1.83395 -0.59
H -0.66592 0.30330 3.48938 0.46
H -2.55671 -2.71934 1.38061 0.36
H 0.42041 1.07538 -4.86765 -0.03
H 4.98259 -2.46346 3.06542 0.45
H -4.47979 5.26830 0.35651 0.34
H -2.97806 -5.61580 2.07428 0.47
H -0.83961 5.88593 0.23530 0.45
H 4.10788 -0.48416 -3.92830 0.36
H 3.82840 -0.08014 1.18279 0.32
H -0.62423 3.10512 -0.68494 -2.04
H 2.60914 -2.28617 1.17206 -0.51
H -0.51028 -1.34124 4.25581 0.34
H 0.74986 2.98140 -3.59007 0.40
H -1.11629 -8.73146 1.97688 0.26
H -0.31308 -4.42222 2.60268 0.30
H 3.00373 0.00345 -5.12721 0.38
H -0.24986 2.32735 5.10650 0.36
H 2.70615 1.89207 -1.73491 0.12
H -0.52668 2.29726 -5.62456 0.45
H 1.43497 2.66557 -0.68646 -0.59
H 0.06327 -3.25828 -2.09157 -0.03
H -2.82038 -0.24825 0.55218 -0.05
H -0.92170 3.52886 -3.58829 0.46
H 0.53492 1.46108 9.23827 0.27
H 5.24732 -3.45100 0.67955 0.41
H 6.97793 -0.27346 -0.65426 0.32
H -0.79601 -2.89057 -5.81445 0.47
H 0.66353 2.11277 6.37584 0.39
H -1.38626 -5.10870 0.06403 0.47
H 2.56393 0.45237 -3.56018 -0.06
H 3.91615 -4.31254 1.23703 0.38
H -6.34448 -0.62646 1.04115 0.33
H -0.63221 -3.66211 0.15550 0.02
H -2.92709 -0.82496 -3.08809 -0.11
H -2.74614 2.92643 0.56881 0.10
H -4.45317 0.86982 -3.24089 0.29
H 1.82292 -0.53485 6.01552 0.32
H 2.67268 1.94292 0.06180 -0.01
H -1.12791 -4.22903 -4.94125 0.49
H -2.70734 1.09252 -1.53089 -0.59
H 1.61860 -3.51301 -2.39131 0.30
H 3.51310 6.35980 -1.06752 0.29
H -0.43320 2.15080 -2.59000 -0.28
H -4.99346 5.16878 -1.36938 0.32
H -4.94480 3.77283 -0.26207 0.26
H -0.45289 4.01957 2.21204 0.57

***

[2]
28
Properties=species:S:1:pos:R:3:mulliken_charge:R:1 method="wB97M-V/def2-TZVPD" e_homo_ev=-14.282 total_energy_ha=-688.2381 e_above_lowest_kj_mol=364.0 orbital_gap_ev=11.4 total_charge=+1 lumo_energy_ev=-2.930
O 1.66693 1.17496 -1.53421 -0.59
O -1.32507 1.47896 -2.66321 -0.57
O 1.73593 -1.34704 -1.95221 -0.64
O -0.06307 -2.97704 -0.75021 -0.55
O -0.72207 0.10696 -0.32421 -0.23
O 1.39593 -0.53804 1.31279 -0.71
O 0.16393 -1.15404 3.78979 -0.62
O -0.99307 2.89896 0.41779 -0.62
O -2.22107 0.54696 1.89379 -0.58
H -1.20807 2.32896 -3.02921 0.29
H 0.42993 -0.87804 2.93079 0.40
H -0.87907 3.54296 -0.22521 0.28
H 1.90093 -1.36404 1.17679 0.33
H 2.17093 -0.02304 1.46679 0.30
H 0.93193 -1.13904 4.30079 0.30
H 0.15893 -0.18804 0.02879 0.24
H 1.64493 1.74896 -2.34421 0.30
H -0.27407 0.98196 -0.57221 0.62
H -2.96207 0.17796 2.08679 0.22
H 2.50693 -1.90804 -1.85521 0.28
H -1.27907 0.70096 -3.27821 0.31
H -1.86907 2.70196 0.77179 0.34
H 1.94293 0.38796 -1.75421 0.33
H 0.82593 -1.46504 -1.66321 0.36
H -1.75307 0.82396 2.71679 0.31
H -1.26607 0.34696 0.37979 0.39
H -0.90807 -3.04004 -0.49721 0.27
H 0.24693 -3.92804 -0.83021 0.27

***

[3]
42
Properties=species:S:1:pos:R:3:mulliken_charge:R:1 method="wB97M-V/def2-TZVPD" e_homo_ev="-11.325 / -12.065" total_energy_ha=-2357.8310 s_squared=8.77 e_above_lowest_kj_mol=131.1 orbital_gap_ev="7.1 / 6.9" total_charge=+1 multiplicity=6 lumo_energy_ev="-4.183 / -5.177"
Te 11.41869 9.74850 6.73924 0.29
Ru 9.05865 9.25556 8.18144 0.38
Cl 7.88367 14.64096 4.03646 -0.16
Cl 6.70122 14.40167 6.78431 -0.17
F 8.93202 3.09830 8.13089 -0.28
O 7.83485 10.20733 6.74114 -0.57
O 9.50635 11.04468 12.35928 -0.40
O 10.16297 10.09748 10.40998 -0.53
O 5.63814 10.70055 6.55985 -0.60
N 7.76508 10.49500 9.33063 0.07
C 6.71604 10.99329 8.66821 0.43
C 9.27642 10.57903 11.14930 0.48
C 8.40878 6.46973 6.97411 0.23
C 11.26704 11.89689 6.69578 -0.88
C 9.17729 5.01831 9.28105 -0.63
C 8.37888 5.07581 6.95744 -0.71
C 7.87688 10.77677 10.63885 0.33
C 5.69467 11.80276 10.65997 -0.42
C 8.80812 7.14053 8.11155 -0.35
C 8.86070 4.40435 8.08861 0.38
C 6.67181 10.57243 7.19197 0.35
C 6.83070 11.34302 11.34899 -0.57
C 5.68849 11.67499 9.27065 -0.71
C 7.41813 13.59723 5.39952 0.41
C 9.14754 6.43578 9.27783 0.10
C 11.14955 9.02529 4.75938 -0.92
H 6.68145 12.86486 5.12268 0.23
H 8.15655 6.95448 6.06261 0.55
H 4.83514 11.89288 8.64945 0.57
H 6.86309 11.32414 12.44093 0.45
H 8.28612 13.07815 5.78001 -0.32
H 12.17016 8.81549 4.42746 0.37
H 9.48121 4.43435 10.14331 0.42
H 9.40198 6.96306 10.15637 0.46
H 10.42910 12.12521 7.41181 0.14
H 10.44311 11.04504 12.54594 0.40
H 10.60681 8.07588 4.82267 0.26
H 10.71528 9.79198 4.11895 0.34
H 10.97144 12.15529 5.67678 0.30
H 12.12506 12.46557 6.99502 0.42
H 8.02103 4.42725 6.15272 0.42
H 4.86102 12.25449 11.18595 0.47

***

[4]
53
Properties=species:S:1:pos:R:3:mulliken_charge:R:1 method="wB97M-V/def2-TZVPD" e_homo_ev=-8.272 total_energy_ha=-1470.4038 e_above_lowest_kj_mol=73.7 orbital_gap_ev=8.7 lumo_energy_ev=0.398
S -0.51845 -0.71354 0.94046 -0.22
O -5.21733 -2.18804 0.02700 -0.66
O -1.11351 -3.24443 3.61423 -0.68
N 5.77433 0.65722 -0.63930 -0.64
N -2.99589 -2.03137 3.43452 -0.07
N -3.11321 -2.40832 0.67189 -0.20
N 2.25302 3.16836 -2.20012 -0.21
C 1.62423 3.57549 -3.47921 -0.81
C 4.11192 0.65569 1.08684 -0.71
C 3.49233 1.27452 -1.14938 -0.09
C -3.15339 -1.74516 4.85876 -0.95
C 3.12984 1.06375 0.18767 0.03
C -0.68396 -2.51287 0.74883 -1.26
C -1.98567 -3.01668 1.39182 0.63
C -4.72478 -4.21244 1.15587 -1.04
C 1.38733 3.60519 -1.07703 -0.79
C 0.01870 2.89452 -1.18356 -0.62
C -2.00133 -2.76530 2.91573 -0.04
C -4.36129 -2.86211 0.57325 0.74
C 2.51968 1.70672 -2.22889 0.30
C 0.30151 2.79304 -3.65877 -0.87
C 1.16679 0.94725 -2.21437 -1.01
C 4.83295 1.06566 -1.50704 -0.35
C 5.41944 0.46039 0.63852 -0.26
C 0.00656 1.94654 -2.40022 0.20
H -4.15213 -1.35355 5.05802 0.35
H 1.15739 0.21216 -3.02464 0.38
H 1.85785 3.38913 -0.11467 0.35
H 2.29672 3.37250 -4.31975 0.34
H 1.02545 0.39366 -1.28451 0.18
H -0.68309 -2.76223 -0.31384 0.51
H -2.40856 -1.01083 5.16932 0.28
H -0.95239 1.42510 -2.48640 0.47
H -3.67722 -1.65055 2.79444 0.27
H -4.11480 -4.98487 0.69255 0.32
H 2.10798 1.21045 0.52552 0.31
H 2.99530 1.47662 -3.18995 0.61
H 0.16833 -3.00497 1.22355 0.47
H -3.00600 -2.65836 5.43983 0.32
H -0.77605 3.63965 -1.28686 0.49
H 0.37407 2.14060 -4.53440 0.39
H -4.57488 -4.20603 2.23316 0.29
H -2.01680 -4.09874 1.26097 0.39
H -2.93652 -1.52398 0.21780 0.12
H -0.17553 2.32768 -0.26785 0.15
H 1.24161 4.69003 -1.11693 0.30
H -0.51910 3.49498 -3.83606 0.46
H 1.42504 4.65281 -3.47824 0.33
H 5.13273 1.23020 -2.53730 0.37
H -5.77351 -4.41315 0.94015 0.32
H 6.17380 0.13798 1.34918 0.35
H 3.87238 0.48232 2.13000 0.38
H -0.23190 -0.72274 2.24940 0.11

***

[5]
11
Properties=species:S:1:pos:R:3:mulliken_charge:R:1 method="wB97M-V/def2-TZVPD" e_homo_ev=-15.127 total_energy_ha=-2817.1396 e_above_lowest_kj_mol=221.8 orbital_gap_ev=8.3 total_charge=+1 lumo_energy_ev=-6.807
Br 1.20257 1.09304 -2.94435 -0.25
N 0.00787 -0.45651 0.00040 0.15
N -0.31364 0.17501 2.15367 -0.02
N -1.02943 -0.86689 1.97159 -0.14
C 0.36088 0.53791 0.95759 -0.33
C -0.82623 -1.26950 0.67002 0.12
H 1.48958 0.58316 1.07538 0.36
H -1.43998 -2.19720 0.33829 0.39
H 0.38458 -0.29928 -0.88983 0.09
H 0.05687 1.19061 -3.81358 0.26
H 0.10693 1.50966 0.48083 0.38

***

[6]
20
Properties=species:S:1:pos:R:3:mulliken_charge:R:1 method="wB97M-V/def2-TZVPD" e_homo_ev=-9.186 total_energy_ha=-440.4117 e_above_lowest_kj_mol=198.4 orbital_gap_ev=10.0 lumo_energy_ev=0.832
O -0.26322 -0.25318 2.00490 -0.67
O -1.27783 1.69738 0.17553 -0.60
N 0.70967 2.10618 1.23901 -0.50
C 1.05546 -1.07730 0.16394 -0.89
C -1.48681 -1.46872 0.36737 -1.25
C -0.20468 -0.93505 0.93096 1.08
C 0.73091 0.25848 -0.55065 0.15
C -0.18813 1.33445 0.53450 0.40
C 0.13156 0.17869 -1.93683 -1.37
H 0.91259 0.03398 -2.68588 0.40
H -2.03702 -1.93456 1.18544 0.38
H 0.25806 2.84897 1.75560 0.27
H 1.64065 0.85598 -0.55485 0.47
H 1.40463 1.60576 1.77047 0.24
H -1.33369 -2.17000 -0.44899 0.33
H -2.07413 -0.62214 0.00542 0.32
H -0.58559 -0.63197 -2.05483 0.25
H 1.93029 -0.99885 0.80588 0.32
H -0.39802 1.09947 -2.19249 0.31
H 1.07529 -1.92755 -0.51451 0.37